(1)
113
Properties=species:S:1:pos:R:3:forces:R:3:lowdin_charge:R:1 method="wB97M-V/def2-TZVPD" charge=-1 e_tot_ha=-3007.6192 homo_energy_ev=-5.227 homo_lumo_gap_ev=6.7
C 6.390814 -1.101641 0.364506 1.095 0.029 0.083 -0.159
Si 8.205100 -1.627460 0.568448 -0.586 0.082 0.149 0.604
C 8.386690 -2.112765 2.390188 0.048 -0.302 -0.599 -0.180
C 8.580157 -3.080790 -0.583777 -0.444 -0.299 -0.350 -0.247
C 7.511001 -3.324131 -1.716149 1.086 -0.280 0.109 -0.247
C 6.495312 -4.443856 -1.392779 -0.579 0.423 0.262 -0.193
C 4.995253 -4.053896 -1.311895 -0.042 -0.435 -0.264 -0.210
C 4.521625 -3.021477 -2.343753 0.122 -0.223 -0.125 -0.216
C 2.986743 -2.985373 -2.531968 0.295 0.608 -0.152 -0.177
C 2.214952 -1.905199 -1.732395 -0.076 -0.570 0.543 -0.177
C 2.929033 -1.378689 -0.480343 0.054 0.554 -0.464 -0.185
C 1.998375 -0.651232 0.509248 0.464 -0.220 0.444 -0.254
C 1.503967 0.614639 -0.059981 0.107 -0.029 0.181 -0.184
N 1.224296 1.642370 -0.493292 -0.072 -0.206 -0.060 0.151
C 0.850402 -1.529844 1.069533 -0.323 0.260 0.908 -0.182
C 1.206369 -2.962365 1.106379 -0.294 0.305 -1.426 -0.200
N 1.401100 -4.055939 0.801175 0.126 -0.018 0.552 0.162
C 0.504608 -1.153092 2.580082 -0.289 0.374 1.381 -0.716
O 1.213166 -1.738848 3.422478 0.547 -0.285 -0.639 -0.052
O -0.406124 -0.344647 2.836753 -0.074 0.043 -1.242 -0.053
C 9.201734 -0.067611 0.133474 -0.610 -1.661 0.465 -0.257
C 9.734125 0.077121 -1.142813 0.416 1.051 0.228 -0.097
C 10.423379 1.253340 -1.440404 -0.179 -0.366 -0.347 -0.096
C 10.563341 2.243147 -0.482056 0.187 0.277 0.004 -0.104
C 10.029328 2.078302 0.787255 -0.292 -0.081 0.418 -0.093
C 9.340824 0.912432 1.113485 0.520 0.541 -0.730 -0.095
H 6.205210 -0.378949 1.166322 -0.268 -0.105 -0.119 0.042
H 6.326311 -0.576449 -0.592921 -0.370 -0.130 0.062 0.037
H 5.716258 -1.953725 0.428475 -0.144 0.196 -0.052 0.020
H 9.420738 -2.144920 2.741734 -0.130 0.248 0.132 0.027
H 7.999644 -3.135581 2.482745 -0.066 0.156 0.046 0.029
H 7.742227 -1.460707 2.984019 0.304 -0.027 0.194 0.028
H 9.568371 -3.008175 -1.052891 -0.046 0.171 0.193 0.063
H 8.603439 -4.011191 -0.002194 0.185 0.213 0.130 0.062
H 8.099179 -3.667625 -2.575451 -0.230 0.178 -0.076 0.096
H 7.070246 -2.370166 -2.009071 -0.259 -0.205 -0.008 0.076
H 6.570353 -5.251481 -2.128053 0.170 0.186 -0.030 0.103
H 6.760019 -4.890770 -0.427197 0.023 -0.036 -0.152 0.099
H 4.430069 -4.972107 -1.522374 0.042 0.082 0.157 0.108
H 4.709973 -3.797146 -0.286768 0.047 0.227 -0.158 0.091
H 4.947542 -2.040494 -2.108490 -0.267 0.012 -0.035 0.085
H 4.954921 -3.293176 -3.317595 0.071 -0.045 0.171 0.113
H 2.594455 -3.986012 -2.329775 -0.046 0.139 0.123 0.103
H 2.790436 -2.783071 -3.591081 -0.023 -0.161 0.090 0.100
H 1.271276 -2.356745 -1.409841 -0.006 0.145 -0.217 0.096
H 1.972333 -1.048822 -2.369157 0.020 -0.097 0.034 0.112
H 3.462029 -2.138561 0.090825 -0.245 -0.175 -0.153 0.090
H 3.688441 -0.664095 -0.819557 -0.010 -0.032 0.253 0.108
H 2.618322 -0.377705 1.372683 -0.061 0.080 -0.095 0.155
H -0.021027 -1.354803 0.433290 -0.063 -0.474 0.106 0.125
H 9.636515 -0.672312 -1.921079 -0.118 -0.112 0.209 0.097
H 10.818581 1.373777 -2.444814 0.092 0.165 0.144 0.099
H 11.097287 3.158549 -0.716371 -0.047 -0.074 -0.036 0.098
H 10.114868 2.856577 1.539638 0.138 0.023 -0.155 0.100
H 8.930522 0.794095 2.110640 -0.027 -0.103 -0.091 0.101
O -3.088893 -1.441174 -3.857266 1.745 -1.953 2.383 -0.313
P -3.751051 -0.954860 -2.596602 -4.469 4.293 -2.884 0.704
N -5.362950 -1.535823 -2.921063 -0.025 -0.575 0.206 -0.299
C -6.581587 -0.970513 -2.373629 -0.038 0.218 0.445 -0.144
C -5.469054 -2.992045 -2.987094 0.434 -0.209 -0.397 -0.151
N -3.630487 0.734917 -2.937287 0.014 0.023 -0.415 -0.321
C -4.743240 1.661839 -2.835520 -0.069 0.102 0.691 -0.147
C -2.816852 1.112906 -4.087944 0.208 -0.154 -0.043 -0.145
N -4.086185 -0.602657 -0.917778 2.877 -1.523 0.413 -0.257
C -3.052699 0.253240 -0.267991 0.234 0.647 0.086 -0.118
C -4.120333 -1.821440 -0.064806 -0.749 -0.298 -0.088 -0.125
H -6.716755 -1.151445 -1.296708 0.012 0.008 0.011 0.071
H -7.447374 -1.404418 -2.881613 0.130 -0.152 -0.085 0.076
H -6.651659 0.099076 -2.542398 0.166 0.003 0.093 0.048
H -5.308722 -3.486870 -2.019468 -0.148 -0.033 -0.005 0.060
H -4.729214 -3.394398 -3.681293 0.046 0.095 0.040 0.070
H -6.451566 -3.297857 -3.352235 -0.041 0.167 -0.012 0.073
H -5.471123 1.523072 -3.646655 -0.013 0.024 -0.008 0.079
H -4.377329 2.691306 -2.890591 0.099 -0.059 -0.083 0.078
H -5.245493 1.593623 -1.869705 -0.029 -0.169 -0.032 0.060
H -3.335210 0.925635 -5.036544 0.076 -0.010 -0.063 0.081
H -1.868735 0.583489 -4.091790 -0.095 -0.130 -0.078 0.069
H -2.569487 2.176967 -4.033736 -0.194 0.019 0.134 0.077
H -2.056936 -0.194719 -0.317432 -0.011 -0.062 0.147 0.075
H -3.299506 0.420310 0.779729 -0.138 -0.315 -0.003 0.074
H -2.987349 1.242328 -0.704725 -0.161 -0.105 -0.252 0.068
H -3.227147 -2.437123 -0.190790 0.041 0.001 0.179 0.088
H -4.997713 -2.433627 -0.274337 0.022 0.035 -0.221 0.053
H -4.203312 -1.544088 0.984778 0.139 0.167 -0.052 0.082
O -5.199908 2.717137 0.754189 2.689 -2.008 2.188 -0.302
P -5.625002 3.098903 2.157372 -5.932 3.972 -3.118 0.745
N -7.267361 2.526654 1.941485 -0.250 -0.663 0.340 -0.300
C -8.438706 3.038931 2.627677 0.030 0.091 0.462 -0.147
C -7.373578 1.074065 1.790903 0.400 -0.128 -0.506 -0.142
N -5.581479 4.807797 1.892708 0.304 0.118 0.019 -0.325
C -6.698492 5.696675 2.146704 0.041 0.120 0.687 -0.156
C -4.896823 5.261464 0.684303 0.244 -0.149 -0.064 -0.140
N -5.884079 3.315286 3.880954 3.345 -1.079 0.259 -0.271
C -4.836908 4.157510 4.529042 0.043 0.493 0.099 -0.129
C -5.836225 2.040822 4.647344 -0.681 -0.365 -0.089 -0.126
H -8.480942 2.785926 3.697996 -0.017 0.005 0.023 0.074
H -9.340831 2.627927 2.167484 0.116 -0.143 -0.101 0.079
H -8.532709 4.115438 2.536906 0.143 -0.003 0.069 0.042
H -7.126549 0.519144 2.705834 -0.153 -0.056 0.000 0.059
H -6.696629 0.723532 1.008793 0.039 0.085 0.031 0.063
H -8.382883 0.783105 1.494555 -0.043 0.156 -0.002 0.077
H -7.499130 5.575555 1.406452 -0.021 0.014 0.013 0.083
H -6.363856 6.737817 2.105344 0.092 -0.052 -0.119 0.077
H -7.102710 5.568433 3.151646 -0.074 -0.202 -0.067 0.070
H -5.504366 5.102145 -0.213710 0.065 -0.023 -0.055 0.084
H -3.942033 4.759584 0.559494 -0.102 -0.139 -0.089 0.074
H -4.670581 6.328746 0.763975 -0.180 0.007 0.155 0.077
H -3.836097 3.740911 4.390374 0.015 -0.010 0.149 0.091
H -5.037363 4.233482 5.599187 -0.096 -0.256 -0.021 0.079
H -4.831955 5.174842 4.152080 -0.102 -0.100 -0.265 0.064
H -4.934443 1.464374 4.430641 0.037 -0.007 0.160 0.094
H -6.704869 1.417891 4.442457 0.011 0.068 -0.208 0.054
H -5.870861 2.242970 5.716911 0.099 0.182 -0.051 0.081

***

(2)
111
Properties=species:S:1:pos:R:3:forces:R:3:lowdin_charge:R:1 method="wB97M-V/def2-TZVPD" charge=0 e_tot_ha=-2252.8467 homo_energy_ev=-8.080 homo_lumo_gap_ev=5.7
C -1.780664 1.889975 2.294145 -10.957 9.795 -6.113 -0.084
C -2.252586 1.527107 0.914121 -3.876 -1.656 -2.444 -0.211
O -3.220033 1.986476 0.302543 4.327 0.933 2.345 0.047
N -1.590924 0.240107 0.269988 -5.182 3.815 0.081 0.013
H -0.917036 -0.181604 1.017105 -5.833 5.754 -2.611 0.025
H -2.198589 -0.570065 0.059589 -0.604 1.384 0.096 0.170
C -0.908273 0.613794 -0.956717 -4.242 1.096 -0.891 -0.030
H -0.846005 2.013703 2.214219 5.223 4.526 0.453 -0.036
H -2.130763 1.385557 3.035538 -2.449 -2.990 4.576 0.061
H -2.294111 2.891767 2.224296 -0.339 -0.339 1.312 0.134
H -1.521141 1.028257 -1.787559 -0.556 0.311 1.330 0.108
H -0.538993 -0.183182 -1.465822 0.807 -1.322 -0.212 0.002
H -0.305913 1.364866 -0.676690 3.135 2.321 0.513 0.086
O -0.328575 0.802582 2.047131 9.864 -8.515 -0.906 -0.279
H -0.811349 0.688506 2.817429 0.289 -1.643 2.314 0.014
C -5.433927 -1.240767 -1.553487 -1.444 1.190 5.466 -0.017
C -4.950801 0.090169 -1.016841 -1.370 0.022 3.312 -0.477
C -5.022127 0.237032 0.564942 -1.130 -0.097 -1.024 -0.034
O -3.631891 0.344702 -1.292979 0.767 0.085 -6.488 -0.138
H -4.997742 -1.352218 -2.412327 2.226 -1.287 -5.118 0.002
H -6.485730 -1.410015 -1.540615 -0.969 0.435 -0.430 0.084
H -5.109800 -1.900017 -0.782432 0.787 -1.352 0.115 0.073
H -5.593323 0.858544 -1.337537 -0.730 1.369 -0.922 0.120
H -4.575002 -0.616841 1.080352 0.937 0.421 0.051 0.082
H -6.013525 0.153909 0.937292 -1.549 -0.349 -0.196 0.057
H -4.790375 1.276795 0.862457 0.228 -1.325 0.059 0.076
H -3.608150 0.607951 -2.369996 0.037 -1.186 3.893 0.184
C 3.908200 1.340916 2.339301 -0.965 -1.569 -0.899 -0.034
C 2.629380 1.817901 1.648433 2.421 -0.567 -1.821 -0.490
C 3.022934 2.853965 0.659798 -1.022 1.777 -4.116 -0.068
O 2.000637 0.747331 0.949871 0.068 1.708 1.382 -0.125
H 4.697520 0.977888 1.565042 -1.199 0.793 1.644 0.122
H 3.410201 0.519546 2.902665 1.660 0.194 0.057 0.065
H 4.142349 2.162712 3.001124 1.052 -0.057 0.138 0.054
H 2.088385 2.254974 2.442879 -1.540 0.363 0.643 0.107
H 2.140315 3.320072 0.024540 1.130 -0.680 1.705 0.119
H 3.642013 2.516928 -0.295426 -0.547 0.226 2.526 0.101
H 3.531493 3.676243 1.166340 0.129 -0.017 -0.267 0.078
H 1.283704 0.403524 1.555628 0.710 1.324 -2.000 0.039
C 1.439305 -2.627723 0.430579 0.537 -1.520 1.930 -0.025
C 0.954254 -1.280432 -0.140684 -1.725 -6.738 -0.587 -0.421
C 0.869686 -1.232634 -1.654167 4.440 2.027 0.277 -0.094
O -0.346025 -1.251348 0.378632 3.100 -3.947 1.777 -0.137
H 1.069551 -3.453529 -0.152027 0.421 -0.602 -0.518 0.044
H 0.964467 -2.870317 1.461617 0.619 0.925 -1.487 0.100
H 2.534559 -2.689961 0.678489 -0.755 -0.046 -0.857 0.095
H 1.629651 -0.734900 0.375355 1.277 2.394 -0.146 0.061
H 1.780806 -1.782350 -1.968063 -0.564 0.080 -0.106 0.095
H 1.085528 -0.061402 -1.782454 -0.495 -3.186 -0.822 0.080
H 0.122368 -1.584343 -2.312269 -1.449 -0.733 0.226 0.062
H -0.245997 -0.662359 1.221667 4.370 -4.167 0.823 0.087
C 2.642782 -2.574101 4.303208 4.820 11.679 -5.465 0.001
C 1.365215 -1.606315 4.061894 -0.318 -0.838 -0.920 -0.423
C 0.821960 -1.158749 5.405035 0.591 -2.621 0.319 -0.085
O 1.794199 -0.558564 3.195649 1.522 -0.880 1.348 -0.123
H 3.053602 -2.918149 3.315149 -0.307 0.890 0.443 0.076
H 2.290453 -3.356743 4.579697 -3.512 -9.452 5.192 -0.062
H 3.640676 -1.910198 4.787977 -3.393 -2.361 -0.797 0.179
H 0.423571 -2.066377 3.566232 1.806 -0.249 0.413 0.151
H -0.059989 -0.614799 5.292562 -1.307 1.387 -0.067 0.053
H 1.598104 -0.682605 5.946317 0.541 0.763 0.811 0.055
H 0.517527 -2.064722 6.012143 0.459 0.773 -0.697 0.114
H 1.161385 0.007898 2.741001 -1.557 -0.530 1.634 0.015
C -2.519428 2.083249 -5.484821 5.352 -1.302 1.489 -0.047
C -2.593241 0.579517 -5.341933 -7.733 1.491 -1.688 -0.419
C -1.502299 -0.019456 -4.707369 4.879 1.751 2.680 -0.074
O -3.830602 0.423017 -4.534948 8.930 -0.789 7.239 -0.029
H -2.106857 2.792397 -4.729745 -0.516 -1.489 1.135 0.114
H -3.245621 2.634580 -5.833902 -4.383 1.949 -2.380 0.020
H -1.658995 2.196376 -6.077293 1.059 0.489 -1.989 0.062
H -3.102704 0.002169 -6.327171 2.703 1.628 1.786 0.217
H -1.192274 0.194883 -3.564565 -1.147 0.028 -2.827 0.141
H -0.614499 0.172667 -5.344279 -0.008 0.892 0.533 0.105
H -1.429769 -0.996603 -4.846743 -0.699 -4.795 0.039 0.020
H -4.533755 0.433333 -4.983389 -8.377 0.139 -5.830 -0.041
C 2.708687 -0.054979 -4.164063 -1.626 -1.189 0.203 -0.032
C 3.055677 0.247548 -2.687941 0.329 3.764 1.689 -0.358
C 4.425974 0.968309 -2.437951 -2.549 -3.411 1.420 -0.018
O 2.113932 1.134762 -1.903124 -1.162 0.181 -5.289 -0.107
H 1.592788 -0.530836 -4.358463 2.824 1.418 0.750 0.118
H 3.426509 -0.887847 -4.398652 -0.634 0.771 -0.110 0.090
H 2.884407 0.789818 -4.861701 -0.195 -0.462 0.527 0.080
H 2.968850 -0.594866 -2.081195 0.801 -1.664 0.142 0.072
H 4.424297 1.931200 -2.740294 -0.343 3.378 -0.303 0.051
H 5.038231 0.514038 -3.082848 3.009 -1.891 -2.509 0.027
H 4.811337 0.719667 -1.449739 -0.242 0.592 0.136 0.093
H 2.375590 1.339585 -1.052218 1.399 0.134 2.786 -0.018
C -1.310467 -5.814913 -3.149081 -4.156 -1.391 -4.540 0.045
C -2.269105 -5.146893 -4.150690 3.773 -1.506 4.532 0.090
C -2.759571 -3.709919 -3.834061 -0.066 -0.244 -0.248 -0.360
O -3.398228 -3.033643 -4.653105 1.361 -1.461 1.818 0.061
C -2.335418 -3.183588 -2.447655 2.697 -1.633 1.448 0.065
C -1.455733 -3.918625 -1.556012 -3.135 4.796 -1.900 0.025
C -1.028348 -5.261364 -1.832273 2.333 -0.695 1.619 -0.457
O -0.302776 -5.840349 -0.989014 -1.602 0.599 -1.888 0.070
H -0.999333 -6.998657 -3.224962 -0.743 3.353 -0.261 0.163
H -2.577402 -5.639198 -5.081217 0.237 0.251 0.491 0.095
H -2.543090 -2.104759 -2.267055 -0.019 -0.948 -0.014 0.100
H -1.009555 -3.345261 -0.682314 -0.819 -1.075 -1.050 0.116
C 3.040801 2.546903 5.371513 -6.345 -6.104 1.893 0.062
C 1.469345 2.145554 5.165790 8.078 1.013 0.147 0.119
C 0.565825 3.261351 4.731233 -1.069 -0.209 1.129 -0.417
O -0.650962 3.148470 4.591751 1.196 -0.411 0.002 0.080
C 1.134308 4.639701 4.659427 3.696 1.167 -0.123 0.072
C 2.565706 4.854533 4.788394 -7.377 1.813 -1.020 0.016
C 3.480358 3.889079 5.206369 4.070 -1.472 -0.742 -0.507
O 4.717458 4.061382 5.181800 -1.497 0.548 0.380 0.079
H 3.782609 1.627883 5.887242 -2.232 3.171 -1.993 0.196
H 1.425984 1.012954 5.151407 -0.969 2.021 -0.050 0.061
H 0.360475 5.485270 4.438698 1.790 -1.704 0.268 0.154
H 2.853461 5.847196 4.536289 0.720 0.571 0.196 0.104